{"formula": "C10H20NP2", "method": "the ωB97M-V functional and the def2-TZVPD basis", "homo_lumo_gap_ev": 8.5, "relative_energy_ev": 1.0858, "charge": 1, "spin_multiplicity": 1, "e_homo_ha": -0.390, "total_energy_ev": -30753.5364, "e_lumo_ev": -2.11, "species": ["C", "C", "C", "C", "C", "C", "C", "C", "C", "C", "N", "P", "P", "H", "H", "H", "H", "H", "H", "H", "H", "H", "H", "H", "H", "H", "H", "H", "H", "H", "H", "H", "H"], "xyz": [[-0.04, -0.69, -0.05], [-0.42, 1.53, -0.14], [1.31, 0.23, -0.09], [-1.02, 0.21, -0.09], [-3.64, 0.59, 1.66], [-3.68, 0.95, -1.30], [-3.38, -1.84, -0.31], [3.31, -1.79, 0.64], [3.74, 0.06, -1.71], [3.82, 1.07, 1.14], [0.87, 1.53, -0.15], [-2.86, 0.00, 0.05], [3.05, -0.11, -0.04], [-0.12, -1.69, 0.20], [-1.04, 2.52, -0.09], [-3.40, 1.73, 1.72], [-4.76, 0.52, 1.42], [-3.14, 0.12, 2.41], [-2.95, 1.50, -1.77], [-4.21, 0.28, -2.04], [-4.40, 1.62, -0.93], [-2.85, -1.96, -1.19], [-2.94, -2.41, 0.53], [-4.52, -1.70, -0.27], [4.27, -1.89, 0.92], [2.80, -2.41, 0.02], [2.86, -1.96, 1.55], [3.36, 0.95, -2.12], [3.40, -0.67, -2.31], [4.78, 0.05, -1.79], [3.26, 1.97, 1.07], [4.84, 1.00, 1.02], [3.71, 0.67, 2.06]]}